Below is a molecular structure, C28H25F4MnN7O6SSi, with properties calculated with wB97M-V/def2-TZVPD.

energy above the lowest of the compared OMol25 structures with the same formula, charge and spin: 2.7928 eV
spin multiplicity: 6
HOMO-LUMO gap (alpha / beta): 3.885 / 6.247 eV
electronic energy: -113062.78776 eV
net charge: -2

```
73
Properties=species:S:1:pos:R:3:forces:R:3:mulliken_spin:R:1
Mn -0.21685 -1.10285 -0.03716 -0.100 0.165 0.054 3.4474
S 3.98316 -2.76245 -0.94714 0.035 0.073 0.074 0.0062
Si -2.52998 -3.60106 1.40216 0.070 0.170 0.012 -0.0594
F -0.26888 1.02667 4.99043 -0.004 -0.014 0.035 0.0000
F -0.68756 1.45094 2.92068 0.010 -0.006 0.015 0.0044
F 6.21029 2.25784 0.48033 0.037 -0.107 -0.020 0.0000
F -2.16406 0.42577 4.12539 0.001 0.004 0.018 0.0000
O -0.21538 -1.11714 2.26176 -0.066 0.018 -0.113 0.0296
O 6.54714 4.97349 1.05426 -0.014 0.053 0.005 0.0000
O 2.04086 1.40215 -1.40008 -0.024 0.046 -0.062 0.0063
O 2.06904 5.64451 0.73770 -0.030 -0.036 -0.011 -0.0001
O 0.01502 -1.61076 4.44625 0.005 0.033 0.054 0.0008
O 0.61556 0.83841 0.25966 -0.318 -0.264 0.013 -0.0130
N 4.29401 5.24302 0.88269 -0.100 -0.005 -0.015 0.0000
N -1.24207 1.02271 -3.70411 -0.015 -0.062 -0.074 0.0837
N -0.33562 -0.47574 -2.28505 0.067 -0.108 -0.025 0.1998
N -2.01894 0.07722 -0.19800 0.223 -0.103 0.145 0.1652
N 0.15315 -3.70392 -1.63882 -0.127 -0.144 -0.086 0.1558
N -3.19221 1.67438 -1.29843 -0.044 -0.013 -0.031 0.0830
N 2.82391 3.50996 0.39135 0.060 -0.071 -0.085 0.0004
C -0.60536 -4.60099 -2.39288 0.056 -0.039 -0.043 0.2568
C 2.75970 -1.17928 0.64742 -0.048 -0.096 -0.106 0.0075
C 4.00791 -1.60481 0.32493 0.008 0.047 0.052 0.0360
C -3.66554 -2.34716 2.20922 0.067 -0.063 -0.037 0.0021
C -0.82687 0.52072 3.87097 0.059 -0.024 -0.029 -0.0009
C -1.49001 -4.45380 2.70570 -0.131 -0.051 0.006 0.0141
C -0.06151 -5.28102 -3.43561 -0.123 0.013 0.042 -0.1747
C 5.45145 4.48166 0.84893 0.061 -0.193 -0.014 0.0000
C -2.16296 0.72989 -1.38190 0.033 -0.058 -0.076 0.2123
C 2.04639 -4.21085 -2.99680 -0.002 -0.069 -0.100 -0.1370
C 1.51099 -3.52337 -1.94194 0.099 0.081 0.072 0.2653
C 0.41262 -0.42842 -3.42233 -0.041 0.014 -0.096 -0.0944
C 1.43600 3.03615 0.21171 -0.044 -0.018 -0.005 -0.0103
C -0.25790 -0.89146 3.48523 -0.049 -0.021 0.067 0.0015
C -3.61603 -4.89426 0.54891 0.049 0.035 0.012 -0.0068
C -1.30793 0.44684 -2.43895 -0.035 0.058 0.091 0.1772
C 5.16270 3.09514 0.54764 -0.249 0.228 0.011 -0.0005
C 3.90775 2.66784 0.32705 0.088 0.003 0.047 0.0020
C 1.71677 -1.76953 -0.14366 -0.114 0.050 0.037 -0.1303
C -0.08131 0.48109 -4.30122 0.009 0.018 0.023 0.1591
C 2.24659 -2.65975 -1.03528 -0.113 -0.036 -0.076 0.0070
C 2.98004 4.84010 0.67046 0.149 0.170 0.023 0.0000
C -0.47282 -2.97041 -0.67103 0.159 0.247 0.020 -0.2473
C -3.57288 1.67642 0.06958 0.045 0.011 0.016 0.1666
C -2.86637 0.68879 0.67477 -0.094 0.042 0.019 -0.1151
C 1.29315 -5.10608 -3.78226 0.041 0.113 0.121 0.4270
C -1.41954 -2.85475 0.16010 0.103 0.091 -0.060 -0.0938
C 1.35901 1.61329 -0.39433 0.301 -0.072 0.075 0.0182
H -0.76154 -3.76362 3.13351 0.000 0.093 0.001 -0.0031
H 0.24783 0.77779 -5.28096 -0.018 0.006 -0.024 0.0135
H -1.63906 -4.66456 -2.09010 -0.002 -0.033 -0.023 0.0735
H -4.42331 -2.85204 2.81518 -0.008 -0.009 0.012 0.0005
H -0.95157 -5.30082 2.27401 0.012 -0.007 -0.022 0.0014
H -0.70398 -5.94918 -3.99525 0.008 -0.007 -0.003 -0.0105
H -3.00116 -5.62103 0.01390 0.017 -0.026 -0.009 -0.0022
H -4.28987 -4.42571 -0.17118 -0.008 0.023 -0.021 0.0003
H -2.92453 0.37778 1.70385 -0.007 0.013 0.004 -0.0078
H 1.73845 -5.62666 -4.61635 -0.001 -0.015 -0.025 0.0458
H 0.92858 3.09030 1.17325 -0.038 -0.082 -0.041 -0.0004
H 3.09357 -4.04619 -3.21730 0.009 0.010 0.016 -0.0143
H 4.94505 -1.29790 0.76331 0.036 -0.011 -0.011 0.0023
H 2.54953 -0.45840 1.42528 0.041 0.004 0.029 0.0023
H -3.09401 -1.68532 2.86126 0.011 0.005 0.014 -0.0004
H -1.52446 1.97515 -3.86663 0.017 0.020 0.020 0.0102
H 4.40247 6.22294 1.09317 0.023 0.005 0.000 0.0000
H 1.28017 -1.05791 -3.54341 0.014 -0.002 0.004 -0.0029
H -4.16728 -1.72960 1.46215 -0.013 -0.027 -0.015 0.0037
H -3.08756 2.55445 -1.78289 0.022 0.003 0.015 0.0228
H 0.95586 3.72648 -0.48216 -0.038 -0.004 0.058 0.0024
H -4.34090 2.32901 0.44493 -0.020 0.000 -0.005 0.0122
H 3.69695 1.64102 0.05977 -0.001 -0.029 -0.006 -0.0011
H -2.12646 -4.82695 3.51503 0.025 -0.021 0.009 0.0020
H -4.22161 -5.43630 1.27968 -0.031 -0.016 0.029 -0.0017
```
Positions in Å, forces in eV/Å.



Below is a molecular structure, C28H25F5InNO2, with properties calculated with wB97M-V/def2-TZVPD.

spin multiplicity: 1
HOMO-LUMO gap (alpha / beta): 5.237 / 5.661 eV
electronic energy: -53781.79552 eV

```
62
Properties=species:S:1:pos:R:3:forces:R:3:lowdin_charge:R:1
In 1.55367 0.83207 0.43645 -0.514 -0.391 1.609 1.1065
F 0.58790 2.62457 6.51734 -0.483 -0.185 -0.238 0.1064
F -2.29297 0.35298 2.42844 0.439 0.524 0.642 0.0695
F -3.44841 0.69483 4.83554 0.553 0.216 0.149 0.1041
F -2.01471 1.82501 6.91976 -0.020 0.015 -0.022 0.1027
F 1.74113 2.30151 4.08277 -0.376 -0.004 0.146 0.0925
O 0.20395 1.39510 1.98888 0.441 -0.014 -0.449 -0.2539
O 3.55163 2.08993 -2.42896 -0.609 -2.596 -1.678 0.0652
N 3.80659 -0.08443 -3.39341 0.832 0.789 0.067 0.0322
C 0.41473 1.23465 -3.29806 0.093 -0.251 0.279 -0.4854
C -0.63433 2.11532 -1.07805 -0.236 -0.014 0.972 -0.1147
C 0.03115 0.34130 -4.47078 -0.090 0.226 -0.331 -0.0364
C -0.90126 -2.11108 -0.34761 1.564 -0.351 -1.053 -0.0981
C -0.25158 1.36909 3.20465 -0.378 0.216 -0.098 -0.2820
C 3.66026 -3.50816 -1.87014 -0.297 0.205 -0.345 -0.0670
C -0.13470 2.09194 5.50993 0.058 0.001 0.777 -0.1429
C 1.64162 0.63333 -2.56685 0.576 1.223 1.579 -0.1111
C -1.66896 1.67576 -0.19493 1.789 2.014 -0.790 -0.0412
C 2.75261 -2.63389 -3.97178 0.130 -0.316 0.491 -0.0476
C -1.57624 0.92196 3.44197 0.519 -0.067 -0.513 -0.1234
C 0.47025 -1.67192 1.44914 -1.762 -0.659 -0.430 -0.1571
C -0.64628 1.25772 -2.21632 0.243 0.161 0.286 -0.1882
C 0.46608 1.91496 4.29308 -0.214 -0.424 -1.097 -0.1403
C -2.17276 1.09838 4.65952 -0.145 0.156 0.948 -0.1375
C 2.13850 -3.87917 -4.20614 0.441 0.360 0.507 -0.0753
C -0.86360 -1.92689 1.05757 1.903 0.526 1.318 -0.0846
C 3.10164 0.99873 -2.83089 -0.304 1.631 0.769 -0.4217
C 0.64336 2.67067 -3.75742 -0.084 -0.179 -0.415 -0.0186
C 0.40333 -2.00842 -0.85158 -0.768 -0.330 -0.125 -0.1330
C 3.04616 -4.73601 -2.09810 0.217 0.383 -0.039 -0.0758
C -2.33431 0.59757 -0.80486 0.065 -1.951 -2.920 -0.0544
C -1.45079 1.68947 5.71211 -0.296 -0.239 -0.345 -0.1428
C 2.29773 -4.90900 -3.26777 -0.122 0.032 -0.085 -0.0910
C 3.50681 -2.46549 -2.79407 -0.037 -0.250 -0.109 -0.2354
C -1.69981 0.32486 -2.05367 -1.891 0.049 1.583 -0.0331
C 4.17715 -1.15609 -2.43194 -0.247 0.028 -0.130 -0.1303
C 1.29114 -1.72220 0.24803 -0.177 -0.001 -0.186 -0.2349
H -1.78746 -2.34742 -0.92671 0.205 0.018 0.100 0.1077
H 2.37805 -1.85301 0.21604 -0.505 -0.115 0.111 0.0706
H -1.94110 2.16549 0.72897 0.062 -0.169 -0.084 0.1119
H -0.89905 0.71737 -4.90769 -0.005 -0.206 -0.032 0.0949
H 4.24085 -3.29853 -0.96196 -0.226 -0.311 -0.323 0.1201
H 0.72630 -2.26976 -1.86538 -0.190 0.258 0.449 0.0924
H 1.81727 -5.86514 -3.43779 -0.005 0.039 -0.052 0.0982
H 2.64957 -1.78924 -4.66998 0.042 -0.555 0.407 0.1059
H 1.54418 -4.02044 -5.11213 0.191 -0.078 0.347 0.1039
H 3.89067 -0.91607 -1.37088 0.274 0.162 -0.953 0.1187
H -0.31253 3.03203 -4.15633 0.212 0.204 0.170 0.1015
H -3.18012 0.05497 -0.39857 0.177 0.100 -0.004 0.1131
H 3.16971 -5.52448 -1.35052 -0.206 0.129 -0.433 0.1090
H -1.96916 -0.42210 -2.80226 0.031 0.157 0.520 0.1131
H -1.71511 -1.99974 1.71660 0.072 0.120 0.032 0.1014
H 1.53638 -0.45917 -2.46092 -0.018 0.603 0.108 0.0969
H 5.28315 -1.25585 -2.44984 -0.653 -0.002 0.099 0.1402
H 1.57851 1.18681 -1.56255 -0.074 -1.074 -1.608 -0.0314
H 0.80321 0.43272 -5.24321 -0.071 -0.193 0.084 0.0917
H -0.00295 3.00580 -0.96881 -0.401 -0.426 0.108 0.1135
H 0.83362 -1.56130 2.45793 -0.003 0.103 0.040 0.1000
H -0.08924 -0.71896 -4.20023 0.063 0.378 -0.012 0.0869
H 0.99434 3.31233 -2.94002 -0.024 -0.110 -0.406 0.0907
H 1.35238 2.65636 -4.59171 0.109 0.266 0.240 0.0949
H 4.61195 0.22456 -3.92533 0.129 0.164 0.367 0.1326
```
Positions in Å, forces in eV/Å.